Density functional theory data (wB97M-V/def2-TZVPD) for a cluster of 4 separate species, C25H34B2N6O7 in total at a distorted geometry.

Last columns: bonded neighbours and bond lengths (Å).
Geometry (Å):
1 O 4.1916 -2.0215 -1.2011  N10 1.217
2 O 7.8100 2.9955 -0.0604  N8 1.213
3 O -0.4020 -1.5356 0.6052  N13 1.214
4 O 4.9778 -3.5367 -2.5014  N10 1.216
5 O 1.2381 -1.6423 1.9929  N13 1.217
6 O 6.0047 1.8731 0.2602  N8 1.217
7 O -3.2827 2.7666 -1.1037  B39 1.403, H67 0.959
8 N 7.1314 1.9979 -0.1838  O2 1.213, O6 1.217, C34 1.478
9 N -5.7229 -0.4575 0.2182  C37 1.397, H63 1.010, H65 1.008
10 N 4.2938 -3.1792 -1.5614  O1 1.217, O4 1.216, C33 1.474
11 N -7.3325 -0.0925 1.8941  C27 1.456, C37 1.392, H68 1.013
12 N -5.2235 -0.7213 2.5370  C37 1.276, H42 1.017
13 N 0.6892 -1.1863 1.0068  O3 1.214, O5 1.217, C22 1.477
14 C 1.5153 1.3349 -1.6030  C25 1.390, C35 1.385, H73 1.082
15 C 3.5399 -5.5051 -1.2607  C24 1.386, C33 1.383, H44 1.080
16 C 2.1163 -4.7251 1.0185  C32 1.386, C38 1.389, H74 1.081
17 C -7.7734 2.3851 1.6830  C27 1.540, C31 1.538, H52 1.098, H57 1.096
18 C 8.9830 0.9857 -1.4523  C23 1.386, C34 1.384, H72 1.080
19 C -6.8605 3.3166 -0.5615  C31 1.546, B40 1.573, H53 1.099, H66 1.097
20 C 3.3945 1.1239 -0.1020  C25 1.389, C29 1.386, H45 1.082
21 C 6.9316 -0.2699 -1.1088  C34 1.381, C36 1.387, H70 1.079
22 C 1.4262 -0.1641 0.2371  N13 1.477, C29 1.384, C35 1.382
23 C 9.4991 -0.0788 -2.1750  C18 1.386, C26 1.390, H50 1.082
24 C 2.7962 -6.4326 -0.5480  C15 1.386, C38 1.390, H55 1.082
25 C 2.8010 1.6971 -1.2195  C14 1.390, C20 1.389, H60 1.082
26 C 8.7408 -1.2275 -2.3689  C23 1.390, C36 1.388, H47 1.082
27 C -8.0922 0.9509 1.2206  N11 1.456, C17 1.540, H48 1.094, H62 1.094
28 C -3.5764 2.4228 1.4384  C30 1.529, B39 1.569, H51 1.102, H71 1.102
29 C 2.7021 0.1839 0.6455  C20 1.386, C22 1.384, H54 1.080
30 C -2.2625 1.6408 1.4687  C28 1.529, H43 1.094, H46 1.094, H49 1.097
31 C -7.8898 3.4547 0.5835  C17 1.538, C19 1.546, H59 1.097, H64 1.096
32 C 2.8649 -3.7884 0.3240  C16 1.386, C33 1.381, H69 1.078
33 C 3.5456 -4.1992 -0.8057  N10 1.474, C15 1.383, C32 1.381
34 C 7.7039 0.8628 -0.9382  N8 1.478, C18 1.384, C21 1.381
35 C 0.8166 0.3859 -0.8745  C14 1.385, C22 1.382, H61 1.079
36 C 7.4635 -1.3250 -1.8343  C21 1.387, C26 1.388, H58 1.081
37 C -6.0123 -0.4071 1.5842  N9 1.397, N11 1.392, N12 1.276
38 C 2.0842 -6.0431 0.5806  C16 1.389, C24 1.390, H41 1.082
39 B -4.0512 2.9796 0.0508  O7 1.403, C28 1.569, B40 1.694
40 B -5.4611 3.8988 -0.1399  C19 1.573, B39 1.694, H56 1.203
41 H 1.5005 -6.7744 1.1243  C38 1.082
42 H -4.3138 -1.0232 2.1973  N12 1.017
43 H -2.1559 1.0652 2.3924  C30 1.094
44 H 4.0931 -5.7684 -2.1498  C15 1.080
45 H 4.3988 1.4032 0.1895  C20 1.082
46 H -1.3973 2.3053 1.3861  C30 1.094
47 H 9.1474 -2.0505 -2.9421  C26 1.082
48 H -9.1493 0.7226 1.3852  C27 1.094
49 H -2.1937 0.9399 0.6276  C30 1.097
50 H 10.4951 -0.0062 -2.5911  C23 1.082
51 H -4.3837 1.8081 1.8675  C28 1.102
52 H -6.7655 2.4106 2.1183  C17 1.098
53 H -7.2181 3.9023 -1.4196  C19 1.099
54 H 3.1334 -0.2784 1.5205  C29 1.080
55 H 2.7673 -7.4613 -0.8814  C24 1.082
56 H -5.4453 5.0857 0.0538  B40 1.203
57 H -8.4625 2.6528 2.4917  C17 1.096
58 H 6.8613 -2.2109 -1.9793  C36 1.081
59 H -8.9106 3.4403 0.1819  C31 1.097
60 H 3.3465 2.4325 -1.7963  C25 1.082
61 H -0.1808 0.0739 -1.1447  C35 1.079
62 H -7.9490 0.8590 0.1403  C27 1.094
63 H -4.7430 -0.6304 0.0459  N9 1.010
64 H -7.7656 4.4379 1.0523  C31 1.096
65 H -6.0701 0.3075 -0.3394  N9 1.008
66 H -6.8196 2.2746 -0.9030  C19 1.097
67 H -3.2511 1.8820 -1.4725  O7 0.959
68 H -7.3794 -0.0071 2.9026  N11 1.013
69 H 2.9276 -2.7622 0.6493  C32 1.078
70 H 5.9347 -0.3151 -0.6975  C21 1.079
71 H -3.5302 3.2971 2.1076  C28 1.102
72 H 9.5413 1.8948 -1.2875  C18 1.080
73 H 1.0546 1.7890 -2.4699  C14 1.082
74 H 1.5647 -4.4140 1.8950  C16 1.081

Its SMILES is [H]/N=C(\N)NCCCCBB(O)CC.O=[N+]([O-])c1ccccc1.O=[N+]([O-])c1ccccc1.O=[N+]([O-])c1ccccc1. For the HOMO energy, the calculation gives -8.766 eV. The multiplicity is 1. For the frontier orbital gap, the calculation gives 8.1 eV.